Record 1
{"formula": "C6H11IN", "method": "ωB97M-V/def2-TZVPD", "largest_force_ha_per_bohr": 0.06351, "e_above_lowest_kcal_mol": 41.43, "spin_multiplicity": 1, "orbital_gap_ev": 9.4, "charge": 1, "homo_ev": -13.24, "species": ["C", "C", "C", "C", "C", "C", "N", "I", "H", "H", "H", "H", "H", "H", "H", "H", "H", "H", "H"], "xyz": [[0.588561, 1.789774, 0.842845], [0.327905, 1.543442, -0.619952], [1.037996, 0.485046, 0.167566], [-0.055261, -0.569162, 0.077684], [-0.736484, -1.097912, 1.254869], [0.049341, -1.666902, -0.937564], [-0.953708, 0.818082, -0.827282], [3.036995, -0.083188, 0.030376], [1.384548, 2.430030, 0.930178], [-0.252181, 1.983700, 1.608126], [0.800247, 2.152087, -1.348621], [0.010474, -1.530419, 1.889432], [-1.563106, -1.576542, 0.796774], [-1.166616, -0.347919, 1.962039], [-0.906871, -2.131588, -1.122096], [0.561373, -2.545492, -0.526079], [0.635805, -1.319602, -1.833349], [-1.789627, 1.328482, -0.624403], [-1.009388, 0.338084, -1.720541]], "atomic_forces_ev_per_a": [[-2.59, -1.54, -0.04], [-0.21, -0.52, 0.81], [-0.76, 0.27, 0.57], [0.29, 0.91, -0.29], [-1.10, 2.85, 1.16], [1.35, 0.54, -1.03], [1.98, -1.41, 0.03], [-0.03, 0.00, 0.02], [1.75, 1.54, 0.52], [1.40, -0.86, -1.33], [-0.15, 0.45, -0.83], [0.21, -1.39, 0.04], [-0.73, -1.70, 0.74], [0.33, -0.08, -0.77], [-0.55, 0.40, -0.60], [0.48, 0.50, 0.28], [-0.84, -0.63, 0.57], [-0.68, 0.19, 0.37], [-0.18, 0.46, -0.21]]}



Record 2
{"formula": "C6H11IN3O", "method": "ωB97M-V/def2-TZVPD", "largest_force_ha_per_bohr": 0.12751, "e_above_lowest_kcal_mol": 60.55, "spin_multiplicity": 1, "orbital_gap_ev": [7.4, 6.5], "charge": 1, "homo_ev": [-13.66, -13.38], "species": ["C", "C", "C", "C", "C", "C", "N", "N", "N", "O", "I", "H", "H", "H", "H", "H", "H", "H", "H", "H", "H", "H"], "xyz": [[-1.208417, 0.014628, -0.037974], [0.931528, 0.188547, -0.919202], [-0.357139, -0.177178, 1.193830], [1.012760, -0.246748, 0.588436], [-0.584408, 1.062569, 2.023240], [1.485333, -1.707580, 0.656881], [-2.429321, 0.083848, -0.425627], [-0.434788, 0.002503, -1.166522], [-1.145942, 0.375735, -2.194490], [-2.504111, 0.245798, -1.757791], [-0.732115, 2.652471, -3.056494], [1.485003, 1.125675, -1.089111], [1.316242, -0.500091, -1.637652], [-0.666552, -0.938227, 1.819179], [1.660283, 0.438124, 1.015558], [-0.302478, 1.943614, 1.338184], [-0.051768, 1.189916, 2.888312], [-1.629724, 1.115165, 2.128671], [1.004246, -2.493029, 0.106251], [1.829004, -2.119263, 1.564278], [2.493396, -1.560608, 0.086234], [-1.171032, -0.695867, -3.124190]], "atomic_forces_ev_per_a": [[-0.90, -1.39, -0.86], [1.78, -0.84, 0.40], [-0.93, 3.04, -0.93], [-0.69, -3.11, -1.45], [-0.19, 2.18, -3.93], [4.14, 1.51, -2.47], [-1.58, 0.26, 2.32], [-0.82, 1.77, 1.29], [-1.29, -4.06, -4.98], [1.54, 0.13, 0.42], [0.05, 0.06, -0.05], [-1.25, 0.36, -0.21], [1.59, -0.75, -0.02], [-0.39, -2.34, 0.62], [1.42, 0.88, 1.34], [-0.41, -0.84, 1.11], [1.26, -0.24, 2.22], [-1.30, 0.48, 0.87], [-1.01, 0.10, -0.36], [-0.16, -0.01, 1.54], [-1.29, -0.94, 0.84], [0.42, 3.76, 2.29]]}